Record 1
A single C4H9F2N molecule in a non-equilibrium geometry. Source: OMol25; level of theory: ωB97M-V/def2-TZVPD.

Output
energy above the lowest of the compared OMol25 structures with the same formula, charge and spin = 3.953 eV
energy = -11214.90956 eV
frontier orbital gap = 11.64 eV
molar mass = 109.1 g/mol

Geometry as ORCA input:
```
! RIJCOSX wB97M-V def2-TZVPD def2/J DEFGRID3
* xyz 0 1
C -1.0885 -1.6481 0.4234
H 0.5214 0.3684 1.3509
C 0.5031 0.3447 0.2750
F -2.8946 0.3147 -0.8896
N -1.8156 0.6901 -0.2130
C 0.7788 1.7308 -0.2356
H -2.1810 -1.8583 0.3276
H -0.7916 -0.5493 -1.3475
H 1.8289 1.9770 -0.2497
H 0.3973 2.4871 0.4575
H 0.2363 1.9975 -1.1399
H -0.4767 -2.4258 0.0931
H 1.2905 -0.1982 -0.1668
H -0.9616 -1.4908 1.5665
C -0.7774 -0.3009 -0.3262
F -2.3089 0.4462 1.1009
*
```

Here are the Löwdin charges for atoms 1 to 6, given in e:
1. C -0.045
2. H 0.113
3. C -0.204
4. F 0.023
5. N -0.070
6. C -0.121



Record 2
A single C19H21NO2 molecule in a non-equilibrium geometry. Source: OMol25; level of theory: ωB97M-V/def2-TZVPD.

Output
energy above the lowest of the compared OMol25 structures with the same formula, charge and spin = 3.480 eV
energy = -25626.50258 eV
frontier orbital gap = 7.84 eV
molar mass = 295.4 g/mol

Geometry as ORCA input:
```
! RIJCOSX wB97M-V def2-TZVPD def2/J DEFGRID3
* xyz 0 1
C 0.1487 2.1066 3.8993
C 0.6783 0.5617 1.5133
C 2.6825 -0.1499 0.1560
H 0.0086 2.7067 4.7573
C 0.0924 -4.5930 0.2050
H 3.1849 -0.9785 0.7244
H -0.6545 2.4745 -4.4032
C -1.6318 1.0301 -1.4383
C -0.2432 0.7114 3.7930
H 3.1318 -0.3001 -0.8663
H -2.6990 0.8068 -1.1885
C 1.1714 -2.5522 -0.6823
C -0.2606 -1.5880 2.6102
H 1.1343 2.4995 0.5813
H -0.7392 -0.8708 -1.9577
C 1.1487 -0.2612 0.2887
C -0.2000 -3.8336 1.3422
C 0.6200 2.7455 2.6997
H -0.1363 -5.6528 0.1174
H 0.4770 2.4550 -3.0314
O 0.5341 0.2665 -0.8127
C -0.7795 -0.1825 -1.1040
H -2.7142 2.9168 -3.9903
C 0.8430 -3.9574 -0.7570
C 0.8469 -1.7952 0.3904
N -1.5737 1.5880 -2.7774
H -0.7023 -4.3154 2.1494
O -0.5533 -2.1837 3.6258
H 1.7882 -2.0708 -1.4793
C 0.8273 2.0010 1.5367
H 1.0566 -4.3763 -1.6537
C 0.0592 -0.0882 2.6272
H -2.1617 3.6042 -2.5325
H -1.1936 -0.7438 -0.2665
H 0.2543 1.0330 -3.8194
H -3.5549 2.3146 -2.5569
H 0.8776 3.8178 2.7458
H 3.0999 0.7188 0.7297
H -1.3457 1.8394 -0.7845
C 0.1177 -2.4444 1.4258
H -0.7447 0.1936 4.6538
C -2.5704 2.6446 -2.9919
C -0.3250 1.9017 -3.4782
*
```

Here are the Löwdin charges for atoms 1 to 6, given in e:
1. C -0.047
2. C -0.064
3. C 0.004
4. H 0.076
5. C -0.065
6. H 0.103